Record 1
Formula: C2H4O3
Source: the Open Molecules 2025 dataset
Level of theory: ωB97M-V/def2-TZVPD

The value obtained for the energy is -8279.7607 eV. The SMILES is O=CC=O.O. The HOMO energy is -10.9 eV. The HOMO-LUMO gap is 9.3704 eV.

Atoms and positions in Å:
O  1.67  2.42  1.19
H  2.01  3.06  0.52
H  1.30  1.67  0.66
C  -0.40  -0.62  -0.31
H  -0.55  0.16  -1.10
C  -1.23  -1.81  -0.48
H  -1.22  -2.53  0.38
O  0.43  -0.54  0.59
O  -2.00  -1.83  -1.46

Record 2
Formula: C16H23As2CsNO3
Source: the Open Molecules 2025 dataset
Level of theory: ωB97M-V/def2-TZVPD

The value obtained for the energy is -146815.2050 eV. Its charge is +1. The HOMO energy is -10.3 eV. The HOMO-LUMO gap is 7.0114 eV.

Atoms and positions in Å:
N  -1.68  -0.70  -4.64
C  -0.37  -0.18  -4.63
C  1.67  2.44  3.46
C  -2.35  -1.07  -3.45
As  2.06  0.11  1.96
H  0.58  -1.52  3.40
C  0.94  1.24  3.36
H  2.63  2.56  2.95
C  -0.33  1.12  3.93
H  -1.83  2.07  5.18
H  2.11  0.65  -5.15
O  -2.08  -0.75  -2.30
C  1.14  3.49  4.21
H  -0.13  -1.80  5.04
H  1.73  1.31  -6.86
Cs  0.09  0.31  -0.98
H  3.81  0.88  3.68
H  2.76  -2.45  2.02
H  -1.86  -1.66  -6.52
H  2.17  -2.02  0.36
H  -0.52  4.18  5.43
H  1.72  4.39  4.31
H  -3.54  -2.92  -5.50
O  -3.43  -1.79  -3.76
C  3.50  -0.10  3.30
H  -2.82  -0.18  -6.35
As  -1.69  -0.33  3.73
C  -0.84  2.18  4.70
C  -0.34  -1.74  3.97
H  -0.84  -0.87  1.39
C  1.38  0.83  -5.95
O  0.35  -0.26  -3.62
H  3.16  -0.72  4.14
C  -0.11  3.36  4.84
H  -1.68  0.77  1.46
H  4.36  -0.57  2.81
C  2.78  -1.71  1.22
H  3.80  -1.47  0.91
H  -0.82  -2.69  3.66
C  -1.70  -0.28  1.78
C  -2.46  -1.07  -5.82
H  -4.56  -1.44  -5.44
C  -3.58  -1.87  -5.19
C  0.09  0.44  -5.85
H  -2.65  -0.76  1.50
H  -0.63  0.57  -6.67